Record 1
Formula: C29H36F10InO4
Source: the Open Molecules 2025 dataset
Level of theory: the ωB97M-V functional and the def2-TZVPD basis

Structure (XYZ):
```
80
Properties=species:S:1:pos:R:3:lowdin_charge:R:1
C -5.940 -1.031 2.954 -0.11
C -5.174 -1.128 4.281 -0.26
C -3.945 -0.200 4.308 -0.22
C -2.731 -0.761 5.071 -0.20
C -1.370 -0.453 4.428 -0.23
C -1.168 0.951 3.858 -0.31
C 0.031 0.980 2.893 -0.27
In -0.483 0.302 0.848 0.87
C -1.023 -1.853 0.739 -0.24
C -2.290 -2.331 1.439 -0.30
F -3.299 -2.633 0.506 -0.10
C 1.215 0.777 -0.503 -0.25
C 2.448 -0.130 -0.380 -0.52
C 2.185 -1.512 -1.006 -0.09
C 2.912 -0.280 1.066 -0.10
C -2.267 1.662 0.358 -0.39
F -3.436 1.371 1.045 0.00
F -1.925 2.935 0.793 0.00
C -2.711 1.902 -1.085 -0.40
F -3.600 2.912 -1.179 0.13
F -1.629 2.294 -1.805 0.09
C -3.335 0.658 -1.810 -0.35
F -4.482 1.018 -2.424 0.14
F -3.619 -0.312 -0.945 0.16
C -2.457 0.035 -2.927 -0.54
F -3.069 -1.061 -3.397 0.17
F -1.255 -0.316 -2.479 0.17
F -2.308 0.889 -3.950 0.16
H -7.005 -1.242 3.088 0.06
H -5.547 -1.728 2.212 0.06
H -5.871 -0.020 2.544 0.07
H -4.837 -2.156 4.433 0.09
H -5.857 -0.854 5.091 0.10
H -3.654 -0.008 3.272 0.07
H -4.234 0.762 4.738 0.12
H -2.730 -0.410 6.109 0.10
H -2.841 -1.850 5.124 0.10
H -1.173 -1.178 3.631 0.09
H -0.576 -0.612 5.168 0.11
H -1.031 1.654 4.694 0.10
H -2.065 1.280 3.329 0.07
H 0.829 0.343 3.292 0.03
H 0.430 1.996 2.815 0.03
H -0.171 -2.378 1.188 0.02
H -1.079 -2.216 -0.292 0.04
H -2.131 -3.254 2.011 0.10
H -2.727 -1.600 2.123 0.07
H 0.900 0.783 -1.551 0.02
H 1.498 1.808 -0.253 0.04
H 3.265 0.332 -0.955 0.12
H 1.861 -2.231 -0.249 0.07
H 3.097 -1.922 -1.450 0.05
H 1.417 -1.444 -1.778 0.07
H 3.042 0.694 1.544 0.08
H 2.165 -0.837 1.641 0.06
H 3.856 -0.832 1.128 0.06
C -1.460 4.296 -5.535 0.02
C -0.728 4.027 -4.457 0.03
C 0.757 4.050 -4.514 -0.38
O 1.439 3.818 -3.542 0.12
C 1.386 4.379 -5.823 0.02
C 0.650 4.646 -6.897 0.01
C -0.834 4.628 -6.837 -0.39
O -1.501 4.878 -7.820 0.09
H -2.543 4.285 -5.518 0.12
H -1.172 3.778 -3.502 0.11
H 2.468 4.388 -5.838 0.12
H 1.082 4.889 -7.860 0.12
C 6.301 -3.353 -1.553 0.03
C 7.607 -3.390 -1.803 0.01
C 8.605 -3.344 -0.705 -0.39
O 9.796 -3.380 -0.935 0.09
C 8.091 -3.252 0.684 0.01
C 6.786 -3.214 0.938 0.03
C 5.785 -3.267 -0.161 -0.37
O 4.598 -3.235 0.066 0.11
H 5.552 -3.381 -2.333 0.12
H 8.009 -3.452 -2.807 0.12
H 8.840 -3.217 1.465 0.12
H 6.384 -3.143 1.940 0.12
```

## Properties
- Orbital gap: 4.86 eV
- DFT total energy: -2616.3281 Ha
- Charge: -1
- LUMO energy: 0.02 eV
- Max |F|: 0.5 eV/A

Record 2
Formula: C29H36KN10O4PSe4
Source: the Open Molecules 2025 dataset
Level of theory: the ωB97M-V functional and the def2-TZVPD basis

Structure (XYZ):
```
85
Properties=species:S:1:pos:R:3:lowdin_charge:R:1
K 0.756 -0.565 -1.057 0.57
C -2.514 -1.363 3.973 -0.06
N -1.916 -0.728 2.836 -0.14
C -2.111 0.561 2.426 -0.06
C -1.329 0.740 1.321 -0.13
N -0.666 -0.404 1.052 0.01
C -1.024 -1.276 1.960 -0.45
P -0.375 -2.971 2.090 1.15
C 1.373 -2.630 1.758 -0.47
N 1.904 -2.292 0.610 0.03
C 3.234 -2.202 0.802 -0.13
C 3.529 -2.496 2.104 -0.06
N 2.340 -2.774 2.715 -0.15
C 2.148 -3.153 4.085 -0.07
C -0.816 -3.584 0.448 -0.47
N -0.355 -3.144 -0.696 0.06
C -0.824 -3.978 -1.643 -0.14
C -1.604 -4.944 -1.067 -0.05
N -1.598 -4.693 0.273 -0.15
C -2.286 -5.434 1.290 -0.07
H -3.218 -0.674 4.439 0.08
H -3.047 -2.267 3.670 0.08
H -1.752 -1.639 4.707 0.08
H -2.770 1.224 2.947 0.11
H -1.184 1.617 0.726 0.10
H 3.901 -1.942 0.005 0.05
H 4.459 -2.542 2.635 0.11
H 3.121 -3.246 4.567 0.08
H 1.556 -2.401 4.615 0.08
H 1.628 -4.114 4.147 0.08
H -0.550 -3.884 -2.675 -0.02
H -2.142 -5.768 -1.492 0.11
H -2.793 -6.282 0.831 0.08
H -1.581 -5.805 2.041 0.08
H -3.029 -4.805 1.790 0.08
Se 5.189 -2.273 -2.823 -0.37
Se 2.931 -2.029 -2.780 -0.33
Se 2.202 -2.472 -4.957 -0.29
Se 0.698 -4.197 -5.018 -0.39
N 0.947 1.264 -3.706 0.04
N 0.403 2.448 -3.153 -0.03
C -0.061 2.572 -1.827 -0.78
O -0.917 3.437 -1.635 -0.02
O 0.458 1.829 -0.938 -0.16
H 1.847 1.073 -3.267 0.05
H 0.344 0.457 -3.506 0.05
H -0.227 2.898 -3.810 0.12
N -6.617 1.383 -3.382 0.15
C -6.186 0.068 -3.479 -0.49
O -6.981 -0.803 -3.826 0.04
C -4.793 -0.175 -3.119 -0.14
C -3.987 0.741 -2.420 0.00
C -2.671 0.419 -2.166 -0.11
N -2.093 -0.720 -2.538 0.10
C -2.858 -1.604 -3.180 -0.10
C -4.183 -1.387 -3.487 0.01
H -7.501 1.576 -3.827 0.10
H -5.928 2.113 -3.437 0.08
H -4.381 1.680 -2.058 0.11
H -2.041 1.119 -1.641 0.09
H -2.365 -2.523 -3.466 0.10
H -4.765 -2.121 -4.026 0.12
C 3.370 5.970 3.260 -0.07
C 3.030 4.897 2.261 -0.28
C 2.768 3.594 2.649 -0.02
C 2.506 2.592 1.722 -0.18
C 2.229 1.209 2.210 -0.02
C 2.514 2.894 0.354 -0.07
C 2.457 1.821 -0.681 -0.29
O 2.680 0.638 -0.467 -0.14
C 2.703 4.225 -0.045 -0.19
C 2.634 4.652 -1.480 -0.03
C 2.967 5.195 0.909 -0.03
H 3.526 5.540 4.247 0.06
H 2.567 6.707 3.328 0.07
H 4.279 6.493 2.957 0.07
H 2.771 3.351 3.706 0.10
H 2.084 1.207 3.293 0.08
H 3.053 0.549 1.946 0.08
H 1.346 0.822 1.711 0.06
H 2.618 2.222 -1.692 0.12
H 1.693 4.335 -1.924 0.07
H 3.443 4.217 -2.065 0.09
H 2.703 5.737 -1.547 0.07
H 3.129 6.216 0.584 0.11
```

## Properties
- Orbital gap: 2.95 eV
- DFT total energy: -12522.3541 Ha
- Charge: -2
- LUMO energy: 3.22 eV
- Max |F|: 2.1 eV/A